{"formula": "C20H38Cl28N2O2", "method": "wB97M-V/def2-TZVPD", "elements": ["C", "C", "N", "C", "O", "O", "N", "C", "C", "C", "H", "H", "H", "H", "H", "H", "H", "H", "H", "H", "C", "Cl", "Cl", "H", "H", "C", "Cl", "Cl", "H", "H", "C", "Cl", "Cl", "H", "H", "C", "Cl", "Cl", "H", "H", "C", "Cl", "Cl", "H", "H", "C", "Cl", "Cl", "H", "H", "C", "Cl", "Cl", "H", "H", "C", "Cl", "Cl", "H", "H", "C", "Cl", "Cl", "H", "H", "C", "Cl", "Cl", "H", "H", "C", "Cl", "Cl", "H", "H", "C", "Cl", "Cl", "H", "H", "C", "Cl", "Cl", "H", "H", "C", "Cl", "Cl", "H", "H"], "positions_angstrom": [[-3.89863, 0.55378, 2.30881], [-4.75124, 1.34522, 1.66832], [-5.74438, 2.35531, 1.16047], [-6.64100, 2.68498, 2.31974], [-6.31671, 2.19609, 3.46481], [-7.84647, 3.46277, 2.22462], [-8.65809, 2.91625, 1.25147], [-10.08867, 2.83334, 1.69969], [-10.31514, 1.58595, 2.73696], [-10.33468, 0.13107, 1.96155], [-3.34436, 0.01707, 3.17822], [-6.28977, 1.88654, 0.41422], [-8.38000, 1.91534, 1.09845], [-10.71455, 2.62517, 0.73966], [-10.44004, 3.80619, 2.22934], [-11.34164, 1.64273, 3.28445], [-9.41779, 1.61392, 3.46086], [-9.31601, -0.39648, 2.17704], [-10.35599, 0.39032, 0.82108], [-11.23845, -0.50707, 2.27706], [-0.37637, 2.06883, 3.46614], [1.28264, 2.53714, 3.85922], [-0.69145, 0.39142, 3.92746], [-1.06792, 2.72099, 4.00512], [-0.52967, 2.17597, 2.39188], [1.79370, -1.86741, 2.30150], [2.83578, -3.27178, 2.56564], [0.96910, -1.97059, 0.74103], [1.04731, -1.82499, 3.09520], [2.40385, -0.96438, 2.32107], [-11.59369, -0.53044, -2.36504], [-10.64872, -1.66220, -1.39003], [-11.77610, 1.02408, -1.54271], [-11.08440, -0.37069, -3.31553], [-12.58175, -0.95518, -2.54281], [-8.13901, 6.60649, 0.36053], [-8.62554, 7.96394, 1.38333], [-8.74914, 6.79889, -1.28742], [-7.05041, 6.55640, 0.33201], [-8.53957, 5.68402, 0.78142], [3.85005, -3.45866, -0.92613], [4.89164, -4.86231, -0.66152], [3.02447, -3.56108, -2.48627], [3.10433, -3.41646, -0.13312], [4.46050, -2.55555, -0.90680], [3.43078, -3.19608, -6.00125], [4.06316, -4.29413, -7.23356], [4.64677, -2.00617, -5.52184], [2.56306, -2.67325, -6.40393], [3.13865, -3.77613, -5.12617], [-1.17728, -4.00936, 3.31318], [-1.01324, -4.37273, 5.03509], [-2.13696, -2.54635, 3.05777], [-0.18501, -3.86160, 2.88601], [-1.67011, -4.84695, 2.81943], [7.76629, 0.39189, -6.36770], [8.90425, 0.15243, -7.69920], [6.70140, 1.76815, -6.67704], [7.15985, -0.50705, -6.25419], [8.32718, 0.57661, -5.45136], [5.12637, 1.70754, 4.76236], [5.30972, 0.96565, 6.35617], [4.32665, 0.60621, 3.63393], [4.52622, 2.61275, 4.85952], [6.11349, 1.95889, 4.37274], [5.33577, -6.02316, 3.24140], [5.00387, -7.64890, 2.63185], [6.02152, -6.08048, 4.86951], [6.04524, -5.53249, 2.57477], [4.40371, -5.45744, 3.26893], [8.66544, -1.80046, -10.71011], [10.11307, -2.12961, -11.67094], [7.34548, -1.21047, -11.72694], [8.35011, -2.71984, -10.21834], [8.90104, -1.04461, -9.96218], [-1.54164, 4.12070, 6.69177], [-0.50114, 2.71778, 6.96119], [-2.36350, 4.01663, 5.12927], [-2.29017, 4.16372, 7.48309], [-0.93142, 5.02381, 6.71164], [8.81396, 2.81114, 2.45756], [8.26433, 2.84313, 4.13756], [7.56138, 2.16797, 1.38925], [9.05914, 3.82648, 2.14561], [9.69943, 2.17935, 2.38654], [11.18994, -3.01996, -8.22066], [9.84540, -4.11361, -8.57310], [10.92086, -2.14088, -6.70984], [12.10627, -3.60362, -8.13141], [11.28727, -2.30314, -9.03657]], "forces_ev_per_angstrom": [[-5.302, 4.993, -2.597], [4.063, -3.470, 3.727], [-0.120, -2.285, 2.067], [1.219, -2.561, 5.299], [-1.850, 3.229, -5.395], [3.838, -1.215, 1.303], [-2.301, -1.565, -2.740], [-1.070, -0.890, 1.090], [-0.262, -0.462, -0.413], [1.123, 1.277, -0.331], [-1.140, 1.131, -2.402], [0.461, 0.782, 0.256], [-0.361, 1.063, 0.307], [1.159, 0.621, 1.673], [0.865, -1.514, -1.218], [2.021, 0.369, -0.766], [-1.689, 0.000, -0.792], [-2.046, 0.603, -0.403], [-0.193, -0.920, 2.034], [1.600, 0.962, -0.619], [-0.178, 0.246, -0.225], [0.004, 0.089, -0.113], [-0.007, -0.009, 0.017], [0.532, -0.535, -0.243], [0.138, -0.158, 0.168], [-0.097, 0.344, 0.217], [0.049, -0.031, 0.107], [-0.084, 0.074, 0.019], [0.117, -0.050, -0.174], [-0.099, -0.215, -0.058], [-0.087, -0.121, -0.265], [-0.017, -0.071, -0.102], [-0.093, 0.075, -0.144], [-0.010, 0.025, 0.262], [0.180, 0.098, 0.167], [0.135, -0.279, 0.122], [0.049, -0.031, 0.085], [0.042, -0.090, -0.037], [-0.224, 0.119, -0.042], [0.004, 0.200, -0.122], [0.039, 0.199, 0.244], [0.018, 0.029, 0.116], [-0.114, 0.085, 0.093], [0.128, -0.140, -0.272], [-0.060, -0.215, -0.125], [-0.279, -0.063, 0.022], [-0.095, -0.029, 0.017], [-0.064, 0.077, 0.088], [0.267, -0.036, -0.011], [0.227, 0.083, -0.187], [0.107, -0.212, -0.127], [0.076, -0.053, -0.055], [0.006, -0.113, -0.163], [-0.180, 0.025, 0.118], [0.010, 0.202, 0.155], [-0.113, -0.159, 0.243], [-0.155, 0.284, 0.016], [-0.032, -0.042, 0.106], [0.090, 0.176, -0.166], [-0.036, 0.062, -0.255], [0.069, 0.283, -0.015], [0.048, 0.098, 0.008], [0.072, -0.012, -0.125], [-0.017, -0.258, 0.022], [-0.436, -0.281, 0.094], [-0.038, 0.237, -0.153], [-0.043, 0.063, -0.098], [-0.006, 0.114, -0.006], [-0.081, -0.181, 0.146], [0.173, -0.240, 0.087], [-0.197, -0.015, 0.205], [0.121, -0.037, 0.041], [-0.032, 0.032, 0.079], [0.063, 0.196, -0.249], [-0.064, -0.112, -0.288], [0.072, 0.187, 0.320], [-0.036, 0.064, 0.112], [-0.530, 0.507, 0.331], [0.082, -0.117, -0.232], [-0.070, -0.222, -0.124], [0.263, 0.077, -0.202], [0.421, 0.166, 0.049], [0.050, 0.016, -0.031], [-0.172, -0.172, 0.106], [-0.253, 0.030, 0.080], [0.241, 0.074, -0.106], [0.121, -0.140, 0.062], [0.353, -0.277, 0.106], [-0.250, 0.050, 0.058], [-0.134, -0.117, 0.148]], "total_energy_ha": -13929.9018, "homo_energy_ha": -0.3462, "gap_ev": 9.55}